Entry 1:
7
Properties=species:S:1:pos:R:3 method="wB97M-V/def2-TZVPD" relative_energy_kj_mol=201.0 total_charge=0 max_force_ev_per_a=2.81 e_lumo_ev="-0.869 / -0.472" energy_ev=-47923.4827 orbital_gap_ev="7.9021 / 7.4128"
C 1.686 -0.770 0.214
P -1.682 0.954 -1.083
Cl 0.972 0.160 -0.950
Cl -1.832 2.438 0.324
Cl -2.278 -0.605 -0.037
H 1.588 -1.901 0.391
H 1.546 -0.277 1.140



Entry 2:
14
Properties=species:S:1:pos:R:3 method="wB97M-V/def2-TZVPD" relative_energy_kj_mol=620.0 total_charge=+1 max_force_ev_per_a=8.10 e_lumo_ev=-4.610 energy_ev=-9276.3639 orbital_gap_ev=9.2525 smiles="CC#CO/C=[NH+]/N"
C -1.069 2.694 -0.852
C -0.583 1.477 -0.041
C -0.952 0.516 0.601
O -0.898 -0.685 1.310
C -0.372 -1.789 0.938
N 0.655 -1.925 0.081
N 1.131 -3.128 -0.195
H -0.436 3.464 -0.789
H -1.015 2.335 -2.005
H -2.139 2.870 -0.487
H -0.636 -2.717 1.523
H 1.150 -1.340 -0.435
H 2.040 -3.008 -0.647
H 1.021 -3.933 0.529



Entry 3:
17
Properties=species:S:1:pos:R:3 method="wB97M-V/def2-TZVPD" relative_energy_kj_mol=734.6 total_charge=0 max_force_ev_per_a=8.18 e_lumo_ev=-0.222 energy_ev=-11475.9464 orbital_gap_ev=8.3061 smiles="C=CC/C=C(/O)C=C=O"
C -2.536 -0.208 -0.644
C -1.443 -0.806 -0.069
C -0.521 -0.487 0.932
C 0.991 -0.969 0.565
C 1.886 -0.012 0.241
O 3.079 -0.112 -0.432
C 1.544 1.392 0.107
C 0.242 1.841 -0.007
O -0.971 2.104 0.199
H -3.050 0.810 -0.148
H -3.188 -0.615 -1.473
H -1.379 -1.894 -0.585
H -0.679 0.638 1.091
H -0.888 -0.854 1.978
H 1.197 -2.000 -0.235
H 3.300 -1.031 -1.048
H 2.416 2.205 -0.472



Entry 4:
14
Properties=species:S:1:pos:R:3 method="wB97M-V/def2-TZVPD" spin_multiplicity=3 relative_energy_kj_mol=327.1 total_charge=+1 max_force_ev_per_a=4.02 e_lumo_ev="-7.137 / -6.359" energy_ev=-49385.4384 orbital_gap_ev="3.6720 / 6.3569"
H 1.006 -1.775 0.086
O 0.936 -1.969 1.158
C 0.051 -1.128 1.473
C 0.082 0.044 0.587
C -1.078 0.220 -0.401
C -0.770 1.325 -1.387
O -0.840 1.176 -2.582
Ni 3.685 0.616 -0.398
H -0.902 -1.568 1.795
H 1.219 0.149 0.149
H 0.061 0.903 1.290
H -1.975 0.534 0.159
H -1.303 -0.703 -0.946
H -0.174 2.175 -0.982